1.
# C30H35FN10S

A cluster of 10 separate species, C30H35FN10S in total (wB97M-V/def2-TZVPD, the Open Molecules 2025 dataset).

Frontier orbital gap, eV: 7.71
Strongest force on any atom, eV/A: 0.48
E_HOMO, eV: -7.20
Charge: 0

The geometry in XYZ format:
```
77
Properties=species:S:1:pos:R:3:mulliken_charge:R:1
F -3.3716 2.3193 0.0349 -0.3336
C -3.3155 1.8149 -1.2084 0.2082
C -4.4633 1.7767 -1.9663 -0.6281
C -4.3907 1.2462 -3.2465 -0.4044
C -3.1910 0.7607 -3.7402 0.4538
C -2.0338 0.8311 -2.9627 0.2921
C -2.1018 1.3658 -1.6791 -0.7286
N -0.8225 0.3574 -3.4886 -0.0546
C -0.5153 0.8007 -4.7951 0.1511
C 0.7321 1.3285 -5.1102 -0.5637
C 1.0027 1.7473 -6.4046 -0.7746
C 0.0324 1.6450 -7.3931 -0.2543
C -1.2220 1.1385 -7.0868 -0.5996
C -1.4857 0.7113 -5.7932 0.6532
S -3.0620 0.0314 -5.3471 -0.2631
H -5.3937 2.1617 -1.5704 0.4326
H -5.2665 1.1975 -3.8824 0.3944
H -1.2193 1.4254 -1.0510 0.5038
H -0.0488 0.4928 -2.8485 -0.0197
H 1.4909 1.4114 -4.3394 0.3857
H 1.9697 2.1644 -6.6595 0.3572
H 0.2285 1.9609 -8.4106 0.2378
H -1.9935 1.0550 -7.8414 0.5187
C -0.3899 2.3649 -11.9759 -0.8915
C -1.2535 1.6454 -11.0450 0.4051
N -1.9332 1.0796 -10.3133 -0.4185
H -0.3546 3.4201 -11.7186 0.3012
H 0.6174 1.9545 -11.9342 0.2851
H -0.7731 2.2670 -12.9867 0.3001
C 0.3201 -1.2882 0.5195 -0.8072
C 1.0165 -0.7923 -0.6618 0.3400
N 1.5648 -0.4103 -1.5959 -0.4874
H -0.7501 -1.3259 0.3217 0.3427
H 0.6697 -2.2845 0.7731 0.3783
H 0.5075 -0.6279 1.3628 0.2248
C -0.6608 -1.1046 5.1185 -0.6546
C -0.3391 -2.0200 4.0326 0.4277
N -0.0860 -2.7582 3.1894 -0.4741
H -1.4753 -1.5217 5.7097 0.3052
H 0.2150 -0.9681 5.7464 0.0742
H -0.9628 -0.1384 4.7241 0.3502
C 2.9972 -3.9096 5.9761 -0.0991
C 2.8356 -2.5072 5.6223 0.3701
N 2.7185 -1.4038 5.3252 -0.4677
H 3.8135 -4.0366 6.6843 0.0002
H 2.0688 -4.2779 6.4153 -0.0674
H 3.2099 -4.4858 5.0764 0.2838
C 1.5697 1.8241 8.3554 -0.6522
C 0.6797 1.7315 7.2063 0.4246
N -0.0207 1.6554 6.3003 -0.4257
H 2.4960 2.3149 8.0616 0.2879
H 1.0860 2.3938 9.1442 0.0834
H 1.7975 0.8286 8.7305 0.2429
C -0.7512 -5.8877 4.4679 -0.6663
C -0.2092 -5.6666 5.8025 0.3934
N 0.2193 -5.4930 6.8541 -0.4675
H -0.3648 -5.1321 3.7843 0.1291
H -0.4678 -6.8777 4.1153 0.3069
H -1.8369 -5.8158 4.4968 0.2707
C -1.2223 4.6219 10.6170 -0.8109
C -0.8639 3.2195 10.7925 0.4307
N -0.5809 2.1154 10.9297 -0.4116
H -0.4966 5.2551 11.1236 0.2710
H -1.2354 4.8692 9.5569 0.2704
H -2.2094 4.8048 11.0365 0.3099
C 4.2038 -5.2344 10.3109 -0.7151
C 5.0126 -4.6210 9.2642 0.3556
N 5.6495 -4.1413 8.4383 -0.4184
H 3.1600 -5.2599 10.0020 0.2607
H 4.5462 -6.2510 10.4934 0.2608
H 4.2903 -4.6580 11.2298 0.2629
C 0.0906 3.6028 -16.8197 -0.8276
C 0.1967 3.9768 -15.4145 0.3947
N 0.2782 4.2724 -14.3086 -0.3724
H 0.7205 4.2536 -17.4226 0.2904
H 0.4125 2.5719 -16.9532 0.2652
H -0.9416 3.6997 -17.1502 0.2710
```

2.
# C2H4N2OS

The molecule C2H4N2OS (wB97M-V/def2-TZVPD, the Open Molecules 2025 dataset).

Frontier orbital gap (spin up / spin down), eV: 9.51 / 9.51
Strongest force on any atom, eV/A: 5.67
E_HOMO (spin up / spin down), eV: -9.40 / -9.40
Charge: 0

The geometry in XYZ format:
```
10
Properties=species:S:1:pos:R:3:mulliken_charge:R:1
C -0.6626 0.5912 0.4481 -0.3799
C 0.5689 0.7178 -0.6288 -0.5690
N -0.6080 -0.5814 1.1022 -0.5424
N -0.0810 -1.5761 0.3639 0.8592
O -0.0563 -2.7365 0.7126 -0.5901
S 0.8247 -1.0266 -1.0968 -0.0499
H -0.3879 1.4211 0.9849 0.3014
H -1.5239 0.7871 -0.0832 0.3204
H 0.4930 1.2092 -1.6130 0.3498
H 1.4332 1.1942 -0.1900 0.3006
```

3.
# C3H6O2S2

The molecule C3H6O2S2 (wB97M-V/def2-TZVPD, the Open Molecules 2025 dataset).

Frontier orbital gap, eV: 9.88
Strongest force on any atom, eV/A: 2.93
E_HOMO, eV: -10.15
Charge: 0

The geometry in XYZ format:
```
13
Properties=species:S:1:pos:R:3:mulliken_charge:R:1
C -0.6951 -0.3044 -0.3998 -0.2152
C 1.8466 0.2337 -0.1225 -1.0749
C 0.6068 -0.4713 0.4204 -0.2198
O -2.8275 1.2007 -0.8657 -0.5358
O -2.1502 1.1484 1.5275 -0.5482
S -2.2207 -1.5144 -0.0441 -0.1467
S -2.1425 0.5304 0.1873 0.8743
H -0.4372 -0.3239 -1.4687 0.4324
H 1.9273 0.1513 -1.2350 0.3173
H 2.8527 -0.2660 0.2237 0.2928
H 1.8753 1.3800 0.0235 0.2771
H 0.2716 -0.2955 1.4217 0.3393
H 1.0929 -1.4692 0.3318 0.2074
```

Repeat the second record exactly.
# C2H4N2OS

The molecule C2H4N2OS (wB97M-V/def2-TZVPD, the Open Molecules 2025 dataset).

Frontier orbital gap (spin up / spin down), eV: 9.51 / 9.51
Strongest force on any atom, eV/A: 5.67
E_HOMO (spin up / spin down), eV: -9.40 / -9.40
Charge: 0

The geometry in XYZ format:
```
10
Properties=species:S:1:pos:R:3:mulliken_charge:R:1
C -0.6626 0.5912 0.4481 -0.3799
C 0.5689 0.7178 -0.6288 -0.5690
N -0.6080 -0.5814 1.1022 -0.5424
N -0.0810 -1.5761 0.3639 0.8592
O -0.0563 -2.7365 0.7126 -0.5901
S 0.8247 -1.0266 -1.0968 -0.0499
H -0.3879 1.4211 0.9849 0.3014
H -1.5239 0.7871 -0.0832 0.3204
H 0.4930 1.2092 -1.6130 0.3498
H 1.4332 1.1942 -0.1900 0.3006
```

- What is the charge in the second record?
  0